This record from the OMol25 dataset describes C48H54As2ClKN2O14S2 as an isolated structure in a non-equilibrium geometry. The level of theory is the ωB97M-V functional and the def2-TZVPD basis.

XYZ file:
```
124
Properties=species:S:1:pos:R:3:forces:R:3
As 0.138 4.870 3.527 0.0 0.1 -0.1
As -0.347 3.330 0.136 0.0 0.6 0.1
K -1.007 0.145 -0.702 0.4 0.3 -0.1
Cl -6.482 -4.984 -4.314 0.0 0.0 0.0
S -2.721 -1.057 1.631 0.0 -0.2 0.2
S 4.417 -3.965 -1.925 0.1 0.0 0.0
O 3.084 3.967 2.843 -0.1 0.0 -0.1
O 1.720 5.747 -1.342 -0.1 0.1 -0.1
O -1.430 1.752 3.888 -0.1 0.1 -0.1
O 1.743 7.704 1.173 0.0 0.0 0.1
O -1.264 -1.002 1.258 -0.6 -0.8 1.4
O 1.280 0.661 -0.571 1.4 -0.1 0.0
O 2.544 2.377 1.342 0.0 -0.1 0.1
O 0.140 7.880 2.742 0.1 0.0 0.1
O -1.941 -0.575 -2.816 -0.3 -0.2 -0.6
O -2.440 1.486 -2.087 -0.6 0.5 -0.5
O -0.256 6.711 -1.167 0.1 0.0 0.0
O -2.472 1.956 1.942 0.0 0.1 0.1
O -4.459 1.085 -0.129 0.0 0.0 0.0
O -3.247 -0.165 -5.178 0.0 -0.2 0.1
N 1.599 -8.816 1.547 0.0 -0.2 0.0
N 3.094 -1.816 -1.351 0.2 0.1 0.0
C 2.174 3.137 2.238 -0.2 0.1 -0.2
C 5.267 -2.682 -1.142 0.2 0.0 0.0
C -5.808 -2.408 -3.777 0.0 -0.1 0.0
C 0.861 7.197 1.826 -0.1 -0.1 -0.2
C -4.150 -1.837 3.845 -0.1 0.0 0.0
C -0.320 1.004 4.385 0.0 0.0 -0.1
C 0.639 -5.429 1.827 -0.1 -0.1 0.0
C -3.717 -2.400 -5.636 0.0 0.0 0.1
C 6.600 -2.626 -0.741 -0.1 0.0 0.0
C -4.497 -3.529 -5.453 0.1 0.0 0.0
C -1.439 2.161 2.572 0.2 0.0 -0.2
C 0.847 3.263 2.750 0.1 -0.2 0.1
C 1.982 -3.363 1.686 0.0 -0.3 -0.2
C 6.166 -0.414 0.137 0.0 0.0 0.0
C 2.971 -2.982 -1.882 -0.3 0.0 0.1
C 0.726 -4.075 1.870 0.1 0.1 0.0
C -2.667 -3.555 0.352 0.0 0.0 0.0
C 3.118 -4.235 1.431 -0.1 0.1 0.1
C -4.007 -1.254 -4.884 0.0 0.3 0.0
C -2.171 4.089 0.032 0.1 0.0 0.0
C -0.251 2.747 2.001 -0.2 -0.2 0.1
C -3.469 -2.277 0.520 0.0 0.0 0.0
C 1.704 -3.515 -2.395 -0.1 -0.3 0.0
C 0.333 5.186 0.571 0.0 0.1 0.0
C -5.531 -3.530 -4.533 -0.1 0.0 0.1
C 2.726 4.960 -0.700 0.0 -0.1 0.0
C 4.846 -0.466 -0.259 0.1 -0.1 0.0
C 2.074 -2.009 1.699 -0.1 0.1 0.1
C 0.567 5.971 -0.688 -0.1 -0.1 0.0
C -0.753 -4.556 -3.282 -0.1 0.2 0.1
C -2.791 -1.978 3.182 0.1 0.0 0.0
C 3.007 -5.590 1.394 0.1 -0.1 0.0
C -5.046 -1.263 -3.958 0.2 0.0 0.0
C 1.647 -4.712 -3.121 0.1 0.0 0.0
C 4.394 -1.615 -0.910 -0.2 0.1 -0.1
C -0.740 -3.358 -2.560 0.2 -0.3 -0.2
C 1.596 5.780 4.504 0.0 0.0 0.0
C 0.439 5.776 1.765 0.0 0.0 0.0
C 7.037 -1.484 -0.102 0.0 0.1 0.0
C -2.553 -2.392 -6.577 0.0 0.0 -0.1
C 0.486 -2.930 -2.143 0.1 0.4 0.0
C 0.517 9.239 2.932 0.0 0.1 0.0
C -2.443 0.556 -2.931 -0.5 -0.1 -0.4
C 1.771 -6.254 1.595 0.0 0.0 0.0
C -3.185 0.893 -4.235 -0.2 0.1 -0.1
C 0.435 -5.222 -3.554 0.0 0.0 0.0
C 4.416 3.885 2.369 0.1 0.0 0.0
C 1.674 -7.659 1.566 0.0 0.2 0.0
H 3.580 4.987 -1.374 0.0 0.0 0.0
H -1.603 -3.344 0.259 0.0 0.0 0.0
H -2.397 -3.383 -7.001 0.0 0.0 0.0
H 0.416 1.650 4.862 0.0 0.0 0.0
H 4.867 4.860 2.557 0.0 -0.1 0.0
H -5.253 -0.399 -3.347 0.0 0.1 0.0
H -3.818 1.293 -0.831 0.0 0.1 -0.1
H -4.282 -4.427 -6.018 0.0 0.0 0.0
H -4.480 -2.445 0.895 0.0 0.0 0.0
H -1.641 -2.797 -2.374 -0.1 0.1 0.0
H -2.842 3.358 -0.406 0.0 0.0 0.0
H -2.003 -1.511 3.775 0.0 0.0 0.0
H 0.147 9.518 3.917 0.0 0.0 0.0
H -4.009 1.388 0.674 0.0 0.0 0.1
H -4.944 -2.280 3.242 0.0 0.0 0.0
H -2.989 -4.077 -0.549 0.0 0.0 0.0
H 1.599 9.354 2.878 0.0 0.0 0.0
H -2.794 -4.240 1.192 0.0 0.0 0.0
H 1.160 6.625 5.038 0.0 0.0 0.0
H 2.398 6.112 3.851 0.0 0.0 0.0
H 3.892 -6.189 1.196 0.0 0.0 0.0
H -6.605 -2.425 -3.047 0.0 0.0 0.0
H 1.191 -1.397 1.818 0.0 0.1 0.1
H -2.515 4.387 1.020 0.0 0.0 0.0
H -1.647 -2.087 -6.054 0.0 0.0 0.0
H 7.270 -3.458 -0.911 0.0 0.0 0.0
H -4.152 -2.338 4.813 0.0 0.0 0.0
H 2.993 5.402 0.260 0.0 0.0 0.0
H 3.022 -1.520 1.527 0.1 0.0 0.1
H -0.327 -5.906 1.966 0.0 0.0 0.0
H -2.095 4.958 -0.621 0.0 0.0 0.0
H -2.703 -1.681 -7.391 0.0 0.0 0.0
H 4.085 -3.772 1.260 0.0 0.0 0.0
H 1.744 -0.183 -0.706 0.1 0.0 0.0
H 0.418 -6.155 -4.104 0.0 0.0 0.0
H 2.006 5.069 5.220 0.0 0.0 0.0
H 8.066 -1.419 0.229 0.0 0.0 0.0
H -0.162 -3.478 2.035 -0.1 0.0 0.0
H -4.188 1.257 -3.994 0.1 0.1 0.0
H -2.656 1.706 -4.728 0.0 0.0 0.0
H 4.446 3.650 1.305 0.0 0.0 0.1
H -2.503 -3.013 3.007 0.0 0.0 0.0
H 4.962 3.111 2.916 0.0 0.0 -0.1
H 1.713 1.071 0.196 0.0 0.2 0.1
H 4.167 0.348 -0.055 -0.1 0.1 0.0
H -4.395 -0.786 4.000 0.0 0.0 0.0
H 6.529 0.465 0.655 0.0 0.0 0.0
H 0.163 0.443 3.585 0.0 0.0 0.0
H 2.400 3.927 -0.567 0.1 0.1 0.0
H -3.578 -1.734 -0.421 0.0 0.0 0.0
H -1.700 -4.951 -3.630 0.0 0.0 0.0
H 2.562 -5.256 -3.337 0.0 0.0 0.0
H -0.739 0.310 5.117 0.1 0.0 0.0
H 0.052 9.864 2.168 0.1 0.0 0.0
```
Positions in Å, forces in eV/Å.

For the HOMO energy (spin up / spin down), the calculation gives -0.9 / -0.9 eV. The value obtained for the LUMO energy (spin up / spin down) is 0.1291 / 0.1253 hartree. As for the net charge: -2. The energy above the lowest of the compared OMol25 structures with the same formula, charge and spin comes out at 4.5863 eV. As for the HOMO-LUMO gap (spin up / spin down): 4.365 / 4.266 eV.

Here are the Löwdin charges for atoms 1 to 5, given in e: number 1, As, carries 1.31; number 2, As, carries 1.36; number 3, K, carries 0.79; number 4, Cl, carries 0.61; number 5, S, carries 0.93


This record from the OMol25 dataset describes C12H28N2O5Pb as an isolated structure in a non-equilibrium geometry. The level of theory is the ωB97M-V functional and the def2-TZVPD basis.

XYZ file:
```
48
Properties=species:S:1:pos:R:3:forces:R:3
Pb 0.960 -0.389 -0.481 -0.9 0.3 -0.3
O -0.989 1.792 -0.920 0.4 -0.1 0.1
O -1.436 -1.891 -0.247 0.3 0.2 0.1
O -0.282 -0.198 1.855 0.1 -0.1 -0.4
O 1.212 1.903 0.813 0.0 -0.3 0.0
O -1.160 -0.365 -2.667 0.1 0.1 0.3
N 3.565 -0.568 -0.764 0.1 0.0 0.2
N 1.868 -2.541 0.539 0.1 0.1 0.0
C -1.699 0.916 -3.015 0.1 -0.2 0.1
C 3.191 -2.894 -0.033 0.1 0.1 0.0
C -1.658 -0.600 1.814 -0.2 -0.2 0.1
C 1.212 1.627 2.213 -0.1 0.0 0.1
C -2.094 1.768 -1.820 0.1 -0.2 0.0
C -2.071 -1.451 -2.512 0.1 0.2 0.1
C -2.565 -1.630 -1.092 0.1 0.0 -0.2
C 4.126 -1.697 0.018 -0.2 -0.1 0.0
C -0.066 0.955 2.672 0.2 0.1 0.0
C -1.772 -1.948 1.139 0.0 0.2 0.0
C 0.527 3.092 0.394 -0.3 0.2 -0.3
C -0.930 2.876 0.001 0.1 -0.2 -0.1
H -0.912 1.643 2.597 0.0 -0.1 0.0
H -2.036 -0.688 2.836 0.0 0.0 0.0
H 0.578 3.848 1.180 0.1 0.0 0.0
H -3.245 -2.487 -1.068 0.0 0.0 0.1
H -2.317 2.777 -2.178 0.0 0.0 0.0
H -1.566 2.670 0.866 0.0 0.0 0.0
H 5.106 -1.998 -0.353 0.0 0.0 0.0
H -1.287 3.794 -0.472 0.0 0.1 0.0
H 4.247 -1.372 1.053 0.0 0.0 0.0
H -1.079 -2.643 1.616 0.0 -0.1 0.0
H 2.061 0.963 2.386 0.0 0.0 0.0
H -3.105 -0.748 -0.737 0.0 0.0 0.0
H -2.788 -2.328 1.263 0.0 -0.1 0.0
H 1.207 -3.295 0.372 0.0 0.0 0.1
H -2.924 -1.337 -3.184 0.0 0.0 0.0
H -1.521 -2.347 -2.805 0.0 0.0 0.0
H 1.955 -2.449 1.549 -0.1 -0.1 0.0
H 1.072 3.452 -0.478 0.0 0.0 0.0
H 1.368 2.545 2.784 0.1 0.0 0.0
H 3.042 -3.212 -1.067 0.0 0.0 0.0
H 0.038 0.649 3.716 0.0 0.0 0.0
H -2.986 1.380 -1.319 0.0 0.0 0.1
H -2.253 0.155 1.288 0.1 0.0 0.0
H 4.019 0.299 -0.489 0.0 0.0 -0.1
H -0.904 1.422 -3.563 0.0 0.0 0.0
H 3.650 -3.722 0.509 -0.1 0.0 0.0
H 3.790 -0.700 -1.748 0.0 0.1 0.0
H -2.558 0.794 -3.679 0.0 0.0 0.0
```
Positions in Å, forces in eV/Å.

For the HOMO energy, the calculation gives -15.8 eV. The value obtained for the LUMO energy is -0.2315 hartree. As for the net charge: +2. As for the HOMO-LUMO gap: 9.543 eV.

Here are the Löwdin charges for atoms 1 to 5, given in e: number 1, Pb, carries 1.71; number 2, O, carries -0.24; number 3, O, carries -0.25; number 4, O, carries -0.27; number 5, O, carries -0.29


This record from the OMol25 dataset describes a 2-piece molecular cluster, C4H12 overall. The level of theory is the ωB97M-V functional and the def2-TZVPD basis.

XYZ file:
```
16
Properties=species:S:1:pos:R:3:forces:R:3
C 0.624 1.455 1.195 -0.2 0.1 0.2
C -0.645 -1.608 -1.561 -0.5 0.1 -0.6
C 1.794 0.707 1.844 0.1 -0.2 -0.3
C -1.745 -0.540 -1.465 0.5 -0.3 0.5
H -0.420 -1.793 -2.612 0.2 0.1 0.0
H -1.396 0.418 -1.845 -0.2 0.0 -0.2
H -0.047 1.881 1.942 0.0 0.0 0.1
H 1.758 0.804 2.923 0.1 0.0 0.2
H -2.621 -0.897 -2.005 0.0 0.3 -0.1
H -0.004 0.819 0.576 0.1 -0.1 -0.2
H 1.783 -0.366 1.618 -0.1 0.2 0.0
H 2.758 1.086 1.492 -0.1 0.0 0.1
H 0.958 2.295 0.591 0.1 0.0 -0.1
H -2.031 -0.374 -0.421 -0.1 -0.1 -0.1
H -1.053 -2.552 -1.201 0.3 -0.1 0.3
H 0.288 -1.334 -1.070 -0.2 -0.1 0.2
```
Positions in Å, forces in eV/Å.

For the HOMO energy, the calculation gives -11.8 eV. The value obtained for the LUMO energy is 0.0421 hartree. The energy above the lowest of the compared OMol25 structures with the same formula, charge and spin comes out at 0.1525 eV. As for the HOMO-LUMO gap: 12.933 eV.

Here are the Löwdin charges for atoms 1 to 5, given in e: number 1, C, carries -0.16; number 2, C, carries -0.17; number 3, C, carries -0.16; number 4, C, carries -0.18; number 5, H, carries 0.06


This record from the OMol25 dataset describes a 2-piece molecular cluster, C4H6F2O overall in a non-equilibrium geometry. The level of theory is the ωB97M-V functional and the def2-TZVPD basis.

XYZ file:
```
13
Properties=species:S:1:pos:R:3:forces:R:3
F 0.703 0.369 -1.572 -0.2 -0.1 1.0
F 0.722 1.890 -0.013 -0.6 -1.2 0.0
O 1.053 -0.270 0.591 1.2 0.7 -0.5
C 2.544 -0.016 0.707 -1.1 1.3 3.2
C -2.901 -0.763 -0.723 -2.7 -3.1 -2.3
C -2.210 -0.093 0.102 1.3 2.1 1.4
C 0.429 0.556 -0.244 -0.1 0.6 -0.4
H 2.742 0.297 1.852 -0.5 -1.1 -2.6
H 3.055 -0.910 0.431 0.2 -0.5 -0.1
H -2.618 -0.992 -1.756 0.5 0.1 0.3
H -3.899 -1.371 -0.541 1.7 1.7 0.3
H 2.847 0.863 0.155 -0.1 -0.1 -0.5
H -2.466 0.441 1.010 0.5 -0.4 0.2
```
Positions in Å, forces in eV/Å.

For the HOMO energy (spin up / spin down), the calculation gives -8.9 / -9.2 eV. The value obtained for the LUMO energy (spin up / spin down) is -0.0017 / 0.0009 hartree. The energy above the lowest of the compared OMol25 structures with the same formula, charge and spin comes out at 5.6251 eV. As for the HOMO-LUMO gap (spin up / spin down): 8.804 / 9.234 eV.

Here are the Löwdin charges for atoms 1 to 5, given in e: number 1, F, carries 0.07; number 2, F, carries 0.05; number 3, O, carries -0.07; number 4, C, carries 0.00; number 5, C, carries -0.13


Total energy / a.u.: -9352.3939 -1152.0503 -159.5794 -430.7771